141
Properties=species:S:1:pos:R:3:lowdin_spin:R:1 method="wB97M-V/def2-TZVPD" gap_ev="5.594 / 4.876" charge=0 lumo_ev="-0.72 / -1.42" spin_multiplicity=3
Ni -0.245 2.626 0.585 1.7808
C 0.986 -0.062 -0.834 0.0118
O -0.175 -0.660 -0.147 0.0028
O 0.807 1.313 -0.597 0.0694
C 2.338 -0.788 -0.315 0.0003
F 2.303 -2.131 -0.659 0.0007
F 3.413 -0.246 -0.906 0.0002
F 2.522 -0.827 1.037 -0.0001
C -1.348 -0.911 -0.819 0.0000
C -2.612 -0.878 0.024 0.0005
H -2.516 -1.543 0.882 0.0000
H -2.752 0.129 0.418 0.0004
H -3.468 -1.131 -0.602 0.0000
H -1.364 -1.827 -1.410 0.0001
H -1.667 -0.184 -1.567 0.0000
H 0.818 -0.276 -1.890 0.0019
C -3.394 1.199 4.557 0.0001
O -2.190 1.732 4.861 0.0000
O -3.849 2.246 3.824 0.0021
C -3.114 -0.202 3.911 0.0000
F -2.997 -1.205 4.747 0.0000
F -4.162 -0.605 3.146 0.0000
F -2.049 -0.309 3.202 0.0001
C -1.337 1.046 5.847 0.0000
C -0.103 1.820 6.190 0.0000
H 0.596 1.216 6.770 0.0000
H 0.309 2.213 5.261 0.0000
H -0.366 2.597 6.908 0.0000
H -0.925 0.115 5.459 0.0000
H -1.847 0.808 6.780 0.0000
H -3.849 1.055 5.536 0.0001
N 5.702 -4.687 -3.080 0.0000
C 5.130 -4.364 -1.911 0.0000
C 5.309 -3.130 -1.325 0.0000
C 6.031 -2.103 -1.983 0.0000
C 6.590 -2.387 -3.274 0.0000
C 6.425 -3.747 -3.724 0.0000
H 4.552 -5.097 -1.368 0.0000
H 4.848 -2.853 -0.389 0.0000
H 6.003 -1.104 -1.575 0.0000
H 7.277 -1.680 -3.715 0.0000
H 6.747 -3.906 -4.743 0.0000
N 1.050 4.308 0.092 0.0465
C 2.290 4.386 -0.599 0.0025
C 3.100 5.508 -0.617 0.0021
C 2.537 6.735 -0.098 -0.0026
C 1.338 6.693 0.611 0.0018
C 0.702 5.476 0.650 0.0047
H 2.666 3.570 -1.199 0.0001
H 3.997 5.428 -1.213 0.0003
H 3.046 7.667 -0.291 -0.0001
H 0.898 7.586 1.031 0.0002
H -0.317 5.491 1.008 0.0022
N 7.063 1.672 0.174 0.0000
C 5.818 1.368 0.624 0.0000
C 5.478 0.298 1.487 0.0000
C 6.507 -0.555 1.822 0.0000
C 7.809 -0.408 1.279 0.0000
C 8.013 0.773 0.566 0.0000
H 5.097 2.098 0.287 0.0000
H 4.456 0.195 1.818 0.0000
H 6.316 -1.484 2.340 0.0000
H 8.685 -0.981 1.547 0.0000
H 9.020 1.134 0.418 0.0000
N -8.158 2.069 -0.921 0.0000
C -8.002 2.474 0.371 0.0000
C -7.100 1.928 1.241 0.0000
C -6.299 0.806 0.903 0.0000
C -6.546 0.324 -0.432 0.0000
C -7.449 0.993 -1.246 0.0000
H -8.449 3.408 0.678 0.0000
H -7.073 2.520 2.143 0.0000
H -5.501 0.433 1.527 0.0000
H -5.954 -0.542 -0.692 0.0000
H -7.573 0.612 -2.250 0.0000
N -4.894 -2.482 -5.979 0.0000
C -5.570 -1.328 -5.495 0.0000
C -4.923 -0.587 -4.437 0.0000
C -3.710 -1.025 -3.958 0.0000
C -3.052 -2.085 -4.529 0.0000
C -3.706 -2.831 -5.518 0.0000
H -6.429 -1.024 -6.074 0.0000
H -5.352 0.355 -4.129 0.0000
H -3.239 -0.617 -3.076 0.0000
H -2.161 -2.490 -4.073 0.0000
H -3.300 -3.795 -5.788 0.0000
N 4.860 3.196 -2.535 0.0000
C 6.103 3.575 -2.997 0.0000
C 6.871 2.671 -3.760 0.0000
C 6.461 1.302 -3.930 0.0000
C 5.209 0.991 -3.415 0.0000
C 4.385 1.937 -2.798 0.0000
H 6.506 4.574 -2.907 0.0000
H 7.836 2.995 -4.122 0.0000
H 7.068 0.601 -4.484 0.0000
H 4.866 -0.031 -3.461 0.0000
H 3.416 1.565 -2.501 0.0001
N -1.773 2.970 -0.813 0.0281
C -1.531 3.184 -2.173 0.0007
C -2.484 3.102 -3.187 0.0008
C -3.797 2.935 -2.732 -0.0004
C -4.172 2.740 -1.407 0.0018
C -3.103 2.864 -0.503 0.0064
H -0.533 3.143 -2.584 0.0000
H -2.263 3.253 -4.233 0.0001
H -4.649 3.042 -3.388 0.0000
H -5.208 2.759 -1.103 0.0002
H -3.328 2.915 0.552 0.0012
N 0.165 -5.332 1.589 0.0000
C -0.572 -6.201 2.281 0.0000
C -1.410 -5.831 3.329 0.0000
C -1.535 -4.505 3.702 0.0000
C -0.870 -3.579 2.856 0.0000
C 0.018 -4.051 1.962 0.0000
H -0.307 -7.238 2.137 0.0000
H -1.916 -6.726 3.660 0.0000
H -2.278 -4.140 4.396 0.0000
H -0.926 -2.522 3.071 0.0000
H 0.556 -3.428 1.263 0.0000
N 1.130 2.055 2.280 0.0248
C 2.081 2.878 2.804 0.0016
C 3.130 2.442 3.653 0.0008
C 3.166 1.099 4.033 -0.0001
C 2.137 0.273 3.621 0.0010
C 1.151 0.735 2.738 0.0031
H 1.832 3.917 2.643 0.0001
H 3.758 3.162 4.157 0.0001
H 3.774 0.789 4.870 0.0000
H 2.109 -0.740 3.995 0.0001
H 0.430 0.028 2.356 0.0005
N -4.629 -3.436 -1.466 0.0000
C -4.367 -3.864 -0.185 0.0000
C -4.213 -5.161 0.208 0.0000
C -4.393 -6.133 -0.812 0.0000
C -4.729 -5.727 -2.091 0.0000
C -4.769 -4.373 -2.439 0.0000
H -4.513 -3.119 0.584 0.0000
H -4.019 -5.404 1.242 0.0000
H -4.210 -7.194 -0.730 0.0000
H -4.975 -6.336 -2.948 0.0000
H -5.058 -3.964 -3.396 0.0000

***

21
Properties=species:S:1:pos:R:3:lowdin_spin:R:1 method="wB97M-V/def2-TZVPD" de_lowest_kcal_mol=61.74 gap_ev="9.597 / 8.516" charge=+1 lumo_ev="-4.98 / -6.78" spin_multiplicity=2
C 1.959 -1.558 0.649 0.0074
C 0.733 -0.730 1.122 0.0087
C 0.242 0.100 -0.018 0.1279
C 0.547 1.472 -0.087 0.5778
C -0.428 -0.486 -1.113 0.1158
C -0.865 0.146 -2.413 0.0233
H 2.372 -1.986 1.563 -0.0001
H 1.773 -2.357 -0.063 0.0031
H 2.729 -0.884 0.275 -0.0003
H 1.078 -0.026 1.879 0.0011
H -0.028 -1.362 1.578 -0.0014
H 1.490 1.869 0.281 0.0219
H 0.015 2.087 -0.806 0.0249
H 1.120 -0.303 -1.289 0.0376
H -1.094 -1.294 -0.807 0.0039
H -1.692 -0.395 -2.854 0.0001
H -1.066 1.221 -2.383 0.0071
H -0.048 0.045 -3.143 0.0067
H -2.633 0.445 1.441 0.0008
H -1.406 1.408 1.065 0.0118
O -1.919 0.999 1.757 0.0219

***

17
Properties=species:S:1:pos:R:3:mulliken_charge:R:1 method="wB97M-V/def2-TZVPD" de_lowest_kcal_mol=63.89 gap_ev=6.733 charge=0 lumo_ev=0.50
C 0.234 -0.570 1.083 -0.3905
C -1.178 1.020 -0.106 -0.1894
N -0.870 0.191 0.866 -0.1123
C 1.438 -0.576 0.331 0.4690
N 1.637 0.438 -0.627 -0.5540
N -2.440 1.609 -0.171 -0.4851
N 2.381 -1.448 0.431 -0.8515
H -1.596 0.067 1.567 0.2178
H 1.545 1.369 -0.238 0.2389
H 2.555 0.312 -1.038 0.2882
H 2.163 -2.208 1.069 0.1765
H -2.928 1.664 0.713 0.2202
H -2.456 2.488 -0.667 0.2427
H 0.237 -1.917 -1.899 -0.2384
H 0.148 -1.270 1.897 0.2578
H -0.528 1.123 -0.952 0.4752
H -0.342 -2.294 -2.259 0.2349

***

49
Properties=species:S:1:pos:R:3:lowdin_spin:R:1 method="wB97M-V/def2-TZVPD" de_lowest_kcal_mol=0.45 gap_ev="9.966 / 5.561" charge=+1 lumo_ev="-1.79 / -4.77" spin_multiplicity=2
Mg 0.049 0.355 -0.638 -0.0022
O 0.010 0.890 -2.495 0.4233
C 1.301 0.594 -3.030 0.0739
C 2.437 0.271 -1.982 0.0558
O 2.042 -0.063 -0.626 0.3349
H 1.598 1.382 -3.723 0.0119
H 1.163 -0.218 -3.744 0.0530
H 2.828 1.288 -1.969 0.0403
H 3.264 -0.396 -2.223 0.0016
C 2.625 2.820 1.535 0.0001
S 0.851 3.141 1.100 -0.0002
O 0.183 2.035 0.263 0.0031
C 0.381 2.795 2.829 0.0001
H 2.557 1.738 1.654 0.0002
H 3.188 3.189 2.392 0.0000
H 3.317 2.829 0.692 -0.0001
H -0.685 2.864 3.044 0.0000
H 0.954 3.483 3.451 0.0000
H 0.765 1.781 2.941 0.0000
C -0.606 -4.181 -1.401 0.0003
S -1.415 -2.571 -1.800 0.0001
O -0.548 -1.510 -1.218 0.0062
C -0.989 -2.573 -3.650 -0.0002
H -1.173 -4.733 -0.652 0.0000
H 0.408 -3.949 -1.077 0.0000
H -0.679 -4.770 -2.316 0.0000
H -0.017 -3.003 -3.891 0.0002
H -0.894 -1.513 -3.883 0.0003
H -1.756 -2.894 -4.355 0.0000
C -3.090 2.979 -0.446 -0.0001
S -3.270 1.187 -0.778 -0.0003
O -1.882 0.549 -0.505 -0.0008
C -4.365 0.831 0.664 0.0000
H -2.593 3.016 0.524 0.0000
H -4.063 3.452 -0.572 0.0000
H -2.334 3.383 -1.120 -0.0001
H -4.282 -0.244 0.827 0.0000
H -5.367 1.081 0.317 0.0000
H -4.067 1.459 1.503 0.0000
C 2.285 -0.683 2.889 -0.0003
S 0.480 -1.163 2.776 -0.0001
O -0.173 -0.582 1.460 -0.0004
C 0.794 -2.888 2.154 -0.0001
H 2.575 0.045 3.647 0.0000
H 2.763 -0.293 1.991 -0.0004
H 2.849 -1.549 3.233 0.0000
H -0.189 -3.322 1.969 0.0000
H 1.361 -3.327 2.974 0.0000
H 1.410 -3.014 1.263 -0.0001

***

14
Properties=species:S:1:pos:R:3:mulliken_charge:R:1 method="wB97M-V/def2-TZVPD" de_lowest_kcal_mol=17.90 gap_ev=11.219 smiles="C[C@H](C#N)CC=O" charge=0 lumo_ev=0.75
C -1.272 -1.204 0.249 -1.5141
C -0.491 0.117 0.237 0.6921
C 0.877 -0.009 -0.456 -0.8623
C 1.972 0.769 0.242 0.0887
O 1.839 1.319 1.308 -0.4712
C -1.290 1.171 -0.408 0.0384
N -1.922 1.979 -0.943 -0.4576
H -2.237 -1.084 0.749 0.3988
H -0.697 -1.965 0.787 0.3900
H -1.456 -1.562 -0.769 0.3436
H -0.306 0.444 1.267 0.2903
H 1.199 -1.061 -0.468 0.3223
H 0.839 0.302 -1.508 0.3951
H 2.947 0.784 -0.287 0.3459

***

11
Properties=species:S:1:pos:R:3:lowdin_spin:R:1 method="wB97M-V/def2-TZVPD" de_lowest_kcal_mol=6.66 gap_ev="4.574 / 9.461" charge=+2 lumo_ev="-11.38 / -9.64" spin_multiplicity=4
C -1.560 -0.907 0.028 0.0372
C -1.122 0.502 0.024 0.2824
O 0.157 0.763 -0.362 0.0232
H -2.592 -0.960 0.394 -0.0006
H -1.521 -1.355 -0.978 0.0076
H -0.939 -1.525 0.702 0.0110
H -1.566 1.274 0.657 0.0104
H 0.786 1.370 0.308 0.0061
Pr 1.948 -0.456 -1.558 2.6641
O 2.987 0.794 -0.008 -0.0413
H 3.422 0.500 0.793 -0.0002

***

23
Properties=species:S:1:pos:R:3:mulliken_charge:R:1 method="wB97M-V/def2-TZVPD" de_lowest_kcal_mol=208.07 gap_ev="8.239 / 7.337" charge=+1 lumo_ev="-5.07 / -5.76"
C -0.171 0.025 -0.062 0.2970
C -3.685 1.046 0.034 0.2106
C -0.404 1.220 -0.640 -0.4907
C 1.250 -1.558 1.560 -1.7245
C 1.908 -0.868 -0.833 -1.5222
C 1.206 -0.402 0.497 0.4209
N -1.076 -0.885 0.117 0.0296
N -3.242 -0.082 0.236 0.0437
N -2.287 -0.845 0.132 0.0248
N 0.686 2.129 -0.658 -0.2429
F -4.669 1.548 0.732 -0.1164
F -2.790 -1.957 -1.165 -0.4002
H -1.364 1.614 -1.020 0.4082
H 0.789 -2.373 1.060 0.4685
H 0.784 -1.351 2.512 0.3690
H 2.302 -1.762 1.674 0.4388
H 2.057 -1.892 -0.540 0.4686
H 2.917 -0.516 -0.920 0.3668
H 1.338 -0.820 -1.699 0.4832
H 1.616 0.546 0.890 0.3268
H 1.523 1.852 -1.232 0.3444
H 1.042 2.274 0.332 0.3864
H 0.269 3.057 -1.006 0.4096

***

19
Properties=species:S:1:pos:R:3:mulliken_charge:R:1 method="wB97M-V/def2-TZVPD" de_lowest_kcal_mol=183.28 gap_ev=9.926 smiles="O=C1C=C(CO)[C@H](O)[C@H]2O[C@@H]12" charge=0 lumo_ev=0.10
C 2.210 0.177 0.508 -0.5010
C 0.589 0.268 0.236 -0.2181
C 0.003 1.455 0.072 -0.6797
C -1.514 1.411 -0.221 0.2615
C -2.256 0.161 -0.154 -0.3223
C -1.573 -1.165 0.068 -0.4839
C -0.020 -1.115 0.199 0.3844
H 2.684 1.482 -0.697 0.1891
H 2.273 0.209 1.511 0.3919
H 2.634 -0.723 -0.231 0.2571
H 0.464 2.219 0.079 1.1553
H -3.132 0.110 -0.711 0.5237
H -1.765 -1.918 -0.500 0.5900
H -0.042 -1.778 1.159 0.1875
H 0.284 -2.475 -1.121 0.1761
O 2.781 1.421 0.076 -0.4416
O -2.032 2.559 -0.406 -0.5937
O -2.194 -0.520 1.078 -0.4374
O 0.607 -1.779 -0.945 -0.4388